(1)
{
  "formula": "C21H28ClF3GdN2O5S",
  "method": "ωB97M-V with the def2-TZVPD basis set",
  "elements": ["Gd", "Cl", "N", "N", "C", "C", "C", "C", "C", "C", "H", "H", "H", "H", "H", "H", "C", "C", "C", "C", "H", "H", "H", "H", "H", "H", "O", "H", "H", "O", "H", "H", "C", "C", "C", "H", "H", "C", "C", "H", "C", "C", "C", "C", "H", "C", "H", "H", "H", "H", "H", "H", "H", "H", "F", "C", "F", "F", "S", "O", "O", "O"],
  "coordinates": [[0.8651, -0.6756, 1.2746], [2.0917, -0.2382, 3.4295], [-0.5169, -2.1845, -0.3320], [0.4036, 1.6976, 1.0820], [0.1887, -2.8671, -1.2120], [1.3398, 2.4064, 0.4810], [-1.9146, -2.1192, -0.8676], [-1.9032, -3.1989, -1.9438], [-2.1474, -0.7372, -1.4581], [-2.9633, -2.4504, 0.1725], [-1.3458, -0.4767, -2.1643], [-2.1737, 0.0145, -0.6592], [-3.1089, -0.7249, -1.9886], [-2.6988, -3.3747, 0.6931], [-3.9226, -2.5992, -0.3461], [-3.0858, -1.6473, 0.9001], [-0.6450, 2.6514, 1.5544], [-0.2129, 3.9723, 0.9271], [-0.5939, 2.7334, 3.0692], [-2.0151, 2.2249, 1.0696], [-2.0034, 2.1168, -0.0214], [-2.7470, 3.0000, 1.3344], [-2.3158, 1.2794, 1.5336], [0.4397, 2.8911, 3.4014], [-0.9769, 1.8149, 3.5198], [-1.2146, 3.5735, 3.4058], [1.0897, 3.6901, 0.3082], [-0.0530, 4.7817, 1.6504], [-0.8772, 4.3210, 0.1276], [-0.4874, -3.4880, -2.1652], [-2.3269, -2.8940, -2.9078], [-2.3639, -4.1362, -1.6058], [1.6734, -2.8317, -1.3230], [2.6261, 1.8488, -0.0323], [2.3024, 0.8699, -1.1308], [3.1162, 1.3432, 0.8234], [3.2691, 2.6740, -0.3599], [1.8957, -0.4096, -0.7992], [1.9132, -1.4129, -1.7509], [0.3194, -1.0276, 3.9056], [1.9670, -1.0626, -3.1194], [2.1219, 0.2794, -3.4588], [1.8069, -2.1102, -4.1750], [2.3173, 1.2567, -2.4862], [2.1117, 0.5680, -4.5124], [2.5268, 2.6908, -2.8617], [2.2537, 2.8478, -3.9102], [3.5768, 2.9939, -2.7444], [1.9192, 3.3633, -2.2423], [2.6516, -2.8122, -4.1839], [1.7512, -1.6414, -5.1629], [0.8942, -2.7019, -4.0253], [2.0176, -3.5843, -2.0368], [2.0896, -3.0541, -0.3273], [-3.4483, -1.2422, 5.3985], [-2.9178, -0.6027, 4.3394], [-3.9076, -0.2602, 3.4753], [-2.3213, 0.5368, 4.7796], [-1.6422, -1.6729, 3.4402], [-0.3923, -1.6092, 4.3745], [-2.1188, -2.9946, 3.2169], [-1.2668, -0.8415, 2.2688]],
  "multiplicity": 8,
  "charge": -1,
  "homo_energy_ev": [0.25, -3.79],
  "orbital_gap_ev": [2.251, 6.238],
  "relative_energy_kcal_mol": 136.89,
  "e_tot_ev": -87791.2353
}

=====

(2)
{
  "formula": "C24H28N4O2",
  "method": "ωB97M-V with the def2-TZVPD basis set",
  "elements": ["C", "C", "N", "C", "C", "C", "C", "N", "C", "O", "C", "C", "C", "C", "N", "C", "O", "N", "C", "C", "C", "C", "C", "C", "C", "C", "C", "C", "C", "C", "H", "H", "H", "H", "H", "H", "H", "H", "H", "H", "H", "H", "H", "H", "H", "H", "H", "H", "H", "H", "H", "H", "H", "H", "H", "H", "H", "H"],
  "coordinates": [[6.9215, 3.0361, -0.4147], [6.1623, 4.0602, 0.4389], [5.0553, 3.5387, 1.2115], [5.4395, 2.7770, 2.3910], [5.2804, 3.6242, 3.6522], [3.9859, 2.9588, 0.4335], [2.6423, 3.1436, 1.1563], [1.5417, 2.6508, 0.3652], [0.8450, 1.5379, 0.6957], [1.0436, 0.9113, 1.7188], [-0.2170, 1.1524, -0.2791], [-0.0765, 1.3046, -1.6556], [-1.0764, 0.8893, -2.5106], [-2.2490, 0.3162, -2.0143], [-3.2331, -0.0747, -2.9165], [-4.1767, -1.0913, -2.8557], [-5.0824, -1.1108, -3.6587], [-3.9254, -2.0186, -1.8881], [-4.6995, -3.1141, -1.4993], [-5.8971, -3.4031, -2.1111], [-6.6636, -4.4992, -1.7021], [-6.2373, -5.3058, -0.6862], [-5.0178, -5.0415, -0.0299], [-4.5740, -5.8656, 1.0259], [-3.3993, -5.6137, 1.6744], [-2.6150, -4.5188, 1.2886], [-3.0150, -3.7022, 0.2664], [-4.2234, -3.9306, -0.4283], [-2.4032, 0.1927, -0.6313], [-1.3885, 0.5882, 0.2162], [7.3101, 2.2297, 0.2030], [6.2694, 2.6053, -1.1709], [7.7570, 3.5197, -0.9141], [5.7699, 4.8473, -0.2133], [6.8544, 4.5297, 1.1421], [4.8141, 1.8843, 2.4746], [6.4806, 2.4404, 2.3169], [5.5777, 3.0542, 4.5288], [4.2460, 3.9346, 3.7679], [5.8997, 4.5150, 3.5872], [3.9384, 3.4836, -0.5254], [4.1311, 1.8841, 0.2283], [2.6309, 2.5783, 2.0896], [2.4992, 4.2049, 1.3786], [1.3250, 3.1379, -0.4890], [0.8316, 1.7161, -2.0728], [-0.9559, 1.0001, -3.5786], [-3.2747, 0.4421, -3.7843], [-3.0420, -1.9240, -1.4097], [-6.2443, -2.7776, -2.9158], [-7.5980, -4.6976, -2.2053], [-6.8243, -6.1546, -0.3676], [-5.1907, -6.7054, 1.3125], [-3.0687, -6.2489, 2.4826], [-1.6875, -4.3188, 1.8043], [-2.3722, -2.8708, 0.0096], [-3.3282, -0.1792, -0.2166], [-1.4958, 0.4773, 1.2844]],
  "charge": 0,
  "homo_energy_ev": -7.85,
  "orbital_gap_ev": 8.367,
  "relative_energy_kcal_mol": 24.46,
  "smiles": "CCN(CC)CCNC(=O)c1ccc(NC(=O)Nc2cccc3ccccc23)cc1",
  "e_tot_ev": -35399.5225
}

=====

(3)
{
  "formula": "C21H33ClF4O17P",
  "method": "ωB97M-V with the def2-TZVPD basis set",
  "elements": ["C", "C", "O", "C", "C", "O", "C", "C", "O", "C", "C", "C", "O", "P", "Cl", "O", "H", "H", "H", "H", "H", "H", "H", "H", "H", "H", "H", "H", "H", "H", "H", "H", "H", "H", "H", "H", "H", "C", "C", "O", "C", "O", "O", "F", "H", "H", "H", "C", "C", "O", "C", "O", "O", "F", "H", "H", "H", "C", "C", "O", "C", "O", "O", "F", "H", "H", "H", "C", "C", "O", "C", "O", "O", "F", "H", "H", "H"],
  "coordinates": [[0.8321, 2.1839, 0.2694], [1.2856, 0.7206, 0.3635], [0.7594, -0.0047, -0.7298], [1.6796, -0.7533, -1.4976], [1.2228, -2.2396, -1.5589], [-0.1402, -2.3829, -1.2847], [-0.4374, -2.7738, 0.0467], [-1.8685, -3.2812, 0.0786], [-2.6190, -2.4697, 0.9735], [-4.0212, -2.5840, 0.7447], [-4.5814, -1.4414, -0.0529], [-4.7287, -0.1002, 0.6185], [-5.4661, 0.6496, -0.3344], [-4.9152, 0.1803, -1.9190], [-4.0994, -0.3242, -3.9489], [-3.9684, -1.1551, -1.2600], [1.6654, 2.8746, 0.3626], [0.3890, 2.3244, -0.7152], [0.0449, 2.3768, 0.9843], [2.3717, 0.6455, 0.4524], [0.8604, 0.2974, 1.2827], [2.7020, -0.7056, -1.1276], [1.6757, -0.3302, -2.5049], [1.8536, -2.8070, -0.8658], [1.3825, -2.6080, -2.5721], [0.2922, -3.4897, 0.4392], [-0.4072, -1.8802, 0.6783], [-2.2793, -3.1862, -0.9264], [-1.9270, -4.3407, 0.3578], [-4.5568, -2.6401, 1.6937], [-4.2274, -3.5186, 0.2173], [-5.6436, -1.7261, -0.2076], [-5.1628, -0.1038, 1.6230], [-3.7727, 0.4308, 0.7316], [-5.9615, -0.7830, -2.1454], [-5.7964, 1.1636, -2.5037], [-3.8176, 1.0747, -1.8426], [-0.6525, 0.9982, 4.0764], [-1.2025, 1.7432, 5.2655], [-0.2750, 2.8077, 5.4113], [0.2480, 3.0630, 4.1754], [0.8579, 4.0394, 3.8929], [-0.0347, 2.0500, 3.3234], [-1.1937, 0.9914, 6.3944], [0.1072, 0.2703, 4.3653], [-1.4210, 0.4995, 3.4899], [-2.2033, 2.1529, 5.1203], [7.2803, 0.6421, -2.0344], [6.1018, 0.8814, -2.9483], [5.1950, -0.1280, -2.5400], [5.4506, -0.3983, -1.2327], [4.7192, -0.9951, -0.5147], [6.6469, 0.1196, -0.8619], [6.4240, 0.6946, -4.2501], [7.9600, -0.1055, -2.4457], [7.8362, 1.5470, -1.8041], [5.6275, 1.8573, -2.8340], [3.1352, -1.5039, 3.3091], [3.1728, -2.6430, 2.3261], [2.3549, -3.6176, 2.9553], [1.4510, -2.9473, 3.7275], [0.4714, -3.4216, 4.1921], [1.8364, -1.6531, 3.8926], [4.4256, -3.1439, 2.1853], [3.8953, -1.6170, 4.0841], [3.2430, -0.5296, 2.8384], [2.7663, -2.4052, 1.3412], [-3.1637, 3.4995, -3.4997], [-2.4780, 3.0889, -4.7769], [-1.1267, 3.4712, -4.5346], [-0.9335, 3.4108, -3.1872], [0.1291, 3.4212, -2.6491], [-2.1122, 3.3359, -2.5397], [-2.9422, 3.7785, -5.8547], [-3.4709, 4.5473, -3.5279], [-4.0187, 2.8771, -3.2504], [-2.5241, 2.0198, -4.9865]],
  "charge": -1,
  "homo_energy_ev": -5.15,
  "orbital_gap_ev": 6.941,
  "e_tot_ev": -89800.9518
}